The following is a DFT calculation (the ωB97M-V functional and the def2-TZVPD basis) of the molecule C2H4F2NOPS in a non-equilibrium geometry.

The max |F| comes out at 3.3 eV/Å. Its total charge is 0. The calculation puts the HOMO energy at -10.2 eV. For the energy above the lowest of the compared OMol25 structures with the same formula, charge and spin, the calculation gives 17.3 kcal/mol. As for the SMILES: CC(=O)NP(F)(F)=S. The value obtained for the gap between HOMO and LUMO is 10.32 eV.

Each line ends with the natural charge from an NBO analysis.
Positions of all 12 atoms, in Å:
C (-0.36395, 0.97036, 0.75960)  0.6730
C (-0.22497, 0.23796, -0.54271)  -0.7295
N (0.18920, 0.30094, 1.85963)  -0.8816
O (-0.76007, 2.09141, 0.93401)  -0.5657
F (-1.28527, 1.87581, 3.52980)  -0.5374
F (0.86046, 2.91683, 2.97949)  -0.5351
P (0.29964, 1.48904, 3.45295)  1.8971
S (1.15086, 0.78773, 5.06043)  -0.4613
H (0.85591, 0.23335, -0.89701)  0.2421
H (-0.58956, -0.80062, -0.34761)  0.2440
H (-0.73531, 0.85450, -1.26752)  0.2549
H (1.03142, -0.16986, 1.55457)  0.3995

---

The following is a DFT calculation (the ωB97M-V functional and the def2-TZVPD basis) of the molecule C2H4F2NP in a non-equilibrium geometry.

The max |F| comes out at 4.4 eV/Å. Its total charge is 0. The calculation puts the HOMO energy at -9.6 eV. For the energy above the lowest of the compared OMol25 structures with the same formula, charge and spin, the calculation gives 19.1 kcal/mol. As for the SMILES: FC/C=N/PF. The value obtained for the gap between HOMO and LUMO is 9.87 eV.

Each line ends with the natural charge from an NBO analysis.
Positions of all 10 atoms, in Å:
C (-0.31476, -0.41006, -0.23181)  0.0756
C (-1.64372, 0.23704, -0.31160)  -0.0155
N (0.46911, -0.27412, 0.74020)  -0.6122
F (-1.57806, 1.47327, 0.46316)  -0.3776
F (2.68300, 0.59182, -0.35610)  -0.5862
P (2.27288, -0.84864, 0.36941)  1.0517
H (0.04658, -0.93452, -1.16072)  0.1437
H (-1.93651, 0.62319, -1.21834)  0.1933
H (-2.50169, -0.30467, 0.16672)  0.2000
H (2.50316, -0.15332, 1.53909)  -0.0728